This record from OMol25 describes a molecular structure, C48H53BrCl3N5O7RbTe. The level of theory is ωB97M-V/def2-TZVPD.

Properties
- Relative energy (zero: lowest compared OMol25 entry of this formula, charge and spin): 92.6 kcal/mol
- HOMO energy: -0.28 eV

The geometry in ORCA input format:
```
! wB97M-V def2-TZVPD RIJCOSX def2/J DEFGRID3
* xyz -2 2
Rb -2.58214 1.74507 -1.29272
C -4.83527 -1.93774 -3.54879
N -4.36982 -0.94525 -4.56041
C -4.83474 -1.21814 -5.91405
C -3.46815 0.02758 -4.23710
O -2.80763 -0.09433 -3.19162
C -3.20642 1.29073 -5.07767
O -3.65621 2.38703 -4.17312
C -5.04838 2.71100 -4.15091
C -5.27304 3.40185 -2.75880
O -5.52593 2.66213 -1.74075
N -5.08043 4.72557 -2.68656
C -4.91014 5.57637 -3.81934
C -5.50199 5.40496 -1.48553
H -5.05123 -2.87931 -4.07371
H -5.88000 -1.55933 -3.25068
H -4.13061 -2.08026 -2.74757
H -4.71002 -0.34437 -6.56499
H -5.86488 -1.59561 -5.96634
H -4.14345 -1.93407 -6.40430
H -3.70340 1.39632 -6.04674
H -2.09561 1.42029 -5.17927
H -5.69643 1.84245 -4.11797
H -5.27163 3.31363 -5.05120
H -4.42989 4.99594 -4.59455
H -4.23151 6.44177 -3.54998
H -5.82801 6.03575 -4.17249
H -4.83234 6.25310 -1.14409
H -5.53013 4.71603 -0.65006
H -6.51278 5.85153 -1.65836
C -0.89208 7.88473 3.72810
C -1.82234 6.87614 3.24465
C -3.05269 6.54174 3.92879
C -3.71349 5.41996 3.49229
C -3.19059 4.59140 2.42646
Br -4.00930 2.85706 2.23374
N -2.14953 5.00215 1.76146
C -1.43571 6.03130 2.11827
H -0.99200 8.32366 4.70021
H -0.05630 8.22914 3.08501
H 5.52777 2.59862 1.91468
H -3.35058 7.21656 4.70544
H -4.57281 5.07373 4.07772
H -0.57799 6.18063 1.50017
Cl -0.57551 4.57129 -1.20624
C 0.59805 4.07162 -2.32198
C 1.46432 5.01395 -2.88618
C 2.53035 4.70379 -3.78823
Cl 3.70341 5.88972 -4.28832
C 2.74826 3.35329 -4.13340
C 3.97784 2.86174 -4.73284
C 4.14724 1.48461 -4.77372
C 3.21305 0.63399 -4.19265
N 2.14151 1.01064 -3.51962
C 1.88819 2.32299 -3.50312
C 0.61236 2.72657 -2.79670
O -0.38114 2.02242 -2.71494
H 1.43834 5.94902 -2.38415
H 4.73107 3.46158 -5.17041
H 5.03421 1.02134 -5.27886
H 3.23090 -0.46546 -4.32527
O 0.97675 -2.64465 -3.00165
C 1.94808 -2.59588 -2.34613
O -0.17847 2.25740 1.07124
H 0.06305 1.27155 0.88049
H 0.68752 2.76180 1.10361
Cl 4.84608 4.40236 0.51452
C 5.36700 2.69925 0.82435
H 4.64063 2.07778 0.37486
H 6.31519 2.65351 0.35939
C 5.55582 -9.02267 2.52020
C 4.74088 -7.75126 2.38567
C 3.67329 -7.43467 3.22150
C 2.82866 -6.29600 2.96147
C 1.66644 -5.98541 3.89536
C 3.04132 -5.59951 1.77080
Te 1.76214 -3.65507 1.46741
N 0.94809 -1.99434 0.57838
C -0.27501 -1.50841 0.86548
O -0.57903 -0.32077 0.56994
C -1.28806 -2.30547 1.70377
C -2.05252 -1.57012 2.63592
C -3.03345 -2.20315 3.42661
C -3.27419 -3.56545 3.28551
C -2.63416 -4.25298 2.27869
C -1.56156 -3.69086 1.61497
C 3.05952 -2.67571 3.00630
C 4.40499 -2.25417 2.72702
C 5.14382 -1.64977 3.71057
C 4.64380 -1.43049 5.00433
C 3.29669 -1.78988 5.26941
C 2.47390 -2.35789 4.30022
C 0.96927 -2.46301 4.52850
C 4.10152 -5.89818 0.93790
C 4.38058 -5.08490 -0.32375
C 4.96103 -6.91798 1.33388
H 6.62429 -8.74167 2.63680
H 5.50944 -9.67967 1.66819
H 5.19063 -9.58669 3.37687
H 3.37947 -8.03676 4.06612
H 1.01623 -6.85913 4.12705
H 1.02525 -5.18407 3.53868
H 2.05983 -5.62226 4.89255
H -1.98652 -0.48491 2.49536
H -3.51997 -1.55997 4.14580
H -3.94606 -4.02286 4.01681
H -3.01544 -5.23444 1.90478
H -0.93860 -4.28239 0.92613
H 4.74295 -2.31803 1.67134
H 6.05549 -1.21256 3.38864
H 5.15983 -0.85514 5.74700
H 2.86859 -1.64927 6.26060
H 0.90300 -2.55771 5.60880
H 0.43141 -3.26535 4.01508
H 0.46423 -1.48698 4.26166
H 4.88769 -4.10114 -0.08950
H 3.43778 -4.85436 -0.86320
H 5.06527 -5.68779 -0.94490
H 5.76299 -6.99241 0.60190
*
```

Atom charges from the Löwdin analysis, given in e for atoms 1 to 6: atom 1 (Rb): 0.827, atom 2 (C): -0.010, atom 3 (N): -0.146, atom 4 (C): -0.064, atom 5 (C): -0.411, atom 6 (O): -0.085


This record from OMol25 describes a molecular structure, C33H29ClN7O4S4Zr. The level of theory is ωB97M-V/def2-TZVPD.

Properties
- Relative energy (zero: lowest compared OMol25 entry of this formula, charge and spin): 44.5 kcal/mol
- HOMO energy: -10.37 eV

The geometry in ORCA input format:
```
! wB97M-V def2-TZVPD RIJCOSX def2/J DEFGRID3
* xyz 1 1
Zr -0.73884 -0.27593 0.59725
C -4.59126 -1.48141 4.59135
C -3.59284 -0.39492 4.49214
N -3.24611 0.42800 5.42006
N -2.25588 1.18384 4.87145
C -1.96324 0.84654 3.61362
S -0.78404 1.49632 2.61195
N -2.83238 -0.16557 3.35548
N -2.93751 -0.79724 2.12417
H -5.02614 -1.47558 5.58659
H -4.10594 -2.44501 4.42190
H -5.38701 -1.36003 3.85529
H -1.83030 1.92560 5.40017
H -2.94737 -1.80486 2.26716
H -3.80150 -0.51261 1.67126
C 6.37860 -1.54388 -3.31212
C 5.29511 -1.04228 -2.40122
C 5.58545 -0.58342 -1.11906
C 4.58357 -0.12268 -0.27962
C 3.28000 -0.12791 -0.74173
C 2.95787 -0.56937 -2.01811
C 3.96868 -1.02601 -2.84032
S 1.95010 0.28515 0.33935
O 2.41056 0.98038 1.50261
O 1.28757 -1.01598 0.65978
N 0.72617 0.99263 -0.42786
C 1.05162 2.14832 -1.20486
C 2.18928 2.89174 -0.95935
C 2.53421 4.00646 -1.74190
C 1.74470 4.40150 -2.77895
C 0.56965 3.67935 -3.07028
C -0.29499 4.04326 -4.12722
C -1.41148 3.29986 -4.37443
C -1.65433 2.17493 -3.56574
N -0.87995 1.80972 -2.57692
C 0.21670 2.54378 -2.29661
H 7.35898 -1.46661 -2.84736
H 6.38436 -0.96794 -4.23830
H 6.19785 -2.58687 -3.57580
H 6.61204 -0.57944 -0.77578
H 4.80298 0.23829 0.71737
H 1.93177 -0.54138 -2.35331
H 3.73179 -1.36604 -3.84130
H 2.81863 2.63991 -0.11831
H 3.43200 4.55722 -1.49520
H 2.00200 5.26418 -3.38028
H -0.04723 4.90776 -4.73078
H -2.09649 3.55911 -5.16930
H -2.52447 1.54966 -3.74715
Cl -5.63501 4.22500 2.04384
C -4.76019 2.99860 1.19374
C -3.43544 3.20981 0.84958
C -2.72779 2.22099 0.18592
C -3.31165 0.98822 -0.14015
C -2.51260 -0.11016 -0.72780
C -4.67065 0.83028 0.17921
C -5.38870 1.81289 0.84092
H -2.96074 4.14781 1.10635
H -1.70484 2.41970 -0.11048
H -2.02727 0.20267 -1.65035
H -3.12489 -0.99024 -0.92239
H -5.18289 -0.07515 -0.13219
H -6.43755 1.67317 1.06817
O -1.70896 -3.50672 2.71581
S -0.69357 -2.81724 1.97152
O -0.39394 -1.48353 2.52956
N -1.17541 -2.44423 0.45781
C -0.22025 -2.80206 -0.44283
S -0.21590 -2.16940 -1.96347
C 0.83654 -3.65722 0.13454
C 1.91274 -4.22984 -0.51748
C 2.83224 -4.94739 0.23643
C 2.68602 -5.08396 1.61336
C 1.62384 -4.48529 2.28040
C 0.72124 -3.77679 1.51932
H 2.02426 -4.11180 -1.58699
H 3.67976 -5.40757 -0.25361
H 3.40792 -5.65676 2.17886
H 1.51074 -4.57434 3.35263
*
```

Atom charges from the Löwdin analysis, given in e for atoms 1 to 6: atom 1 (Zr): 1.541, atom 2 (C): 0.020, atom 3 (C): -0.303, atom 4 (N): 0.150, atom 5 (N): 0.058, atom 6 (C): -0.685


This record from OMol25 describes 2 unconnected molecules or ions with the total composition C2H7N3O3P. The level of theory is ωB97M-V/def2-TZVPD.

Properties
- Relative energy (zero: lowest compared OMol25 entry of this formula, charge and spin): 52.3 kcal/mol
- HOMO energy: -4.50 eV

The geometry in ORCA input format:
```
! wB97M-V def2-TZVPD RIJCOSX def2/J DEFGRID3
* xyz -1 1
C 1.21256 1.00583 0.21633
C 1.50828 -1.27485 -0.48635
N 1.17055 2.01486 0.92838
N -0.68282 1.03018 -0.96082
N 1.85936 0.02868 -0.06011
O -1.60696 0.91439 1.37017
O -1.87452 -1.27321 0.02463
O -3.39809 0.83038 -0.65934
P -2.01732 0.46190 -0.11528
H 2.20754 -1.40784 -1.30805
H 0.43114 -1.33932 -0.62129
H 1.71871 -1.93136 0.40426
H -0.67279 1.26578 1.21464
H 0.59823 2.74747 0.59592
H -1.13857 1.46779 -1.71030
H -2.92042 -1.32301 0.04712
*
```

Atom charges from the Löwdin analysis, given in e for atoms 1 to 6: atom 1 (C): -0.441, atom 2 (C): -0.136, atom 3 (N): 0.074, atom 4 (N): -0.179, atom 5 (N): -0.002, atom 6 (O): -0.223


This record from OMol25 describes a molecular structure, C5H18O11PPd. The level of theory is ωB97M-V/def2-TZVPD.

Properties
- Relative energy (zero: lowest compared OMol25 entry of this formula, charge and spin): 66.0 kcal/mol
- HOMO energy (alpha / beta): 2.35 / 2.50 eV

The geometry in ORCA input format:
```
! wB97M-V def2-TZVPD RIJCOSX def2/J DEFGRID3
* xyz -3 3
Pd -0.07301 0.90878 -0.68890
O 1.27987 3.24605 -1.83687
H 2.22845 3.29168 -1.60747
O -0.38748 -0.03305 -3.41325
H 0.40737 0.45332 -3.70681
P -3.67639 1.28534 -0.31105
O -4.46719 1.70187 0.95480
O -4.40027 0.85022 -1.56358
O -2.74685 0.16251 0.15649
O -2.67365 2.30835 -0.88101
C 2.18398 4.36514 2.85727
C 1.52763 3.01353 3.31975
O 0.86269 2.22065 2.38594
O 2.74792 4.38463 1.55675
H 2.96930 4.71195 3.52893
H 1.37087 5.08269 2.74737
H 0.72108 3.17964 4.03388
H 2.27278 2.47300 3.90344
H 0.14685 1.78270 2.85219
H 2.09425 4.14153 0.89703
C -2.55905 -5.57349 -1.90676
C -3.05655 -4.39432 -1.04771
O -1.99012 -3.94543 -0.20475
O -2.07805 -5.19696 -3.16972
H -3.37875 -6.28143 -2.02925
H -1.85147 -6.10523 -1.27062
H -3.88528 -4.74058 -0.43012
H -3.56016 -3.61097 -1.61414
H -2.17195 -3.00910 -0.09602
H -1.19457 -4.82574 -3.22707
C 4.16875 -0.09366 -0.14751
O 2.82341 -0.52955 -0.10042
H 4.74766 -0.69532 0.55319
H 4.50631 -0.19760 -1.17871
H 4.24920 0.94301 0.17948
H 2.84241 -1.27416 0.50522
*
```

Atom charges from the Löwdin analysis, given in e for atoms 1 to 6: atom 1 (Pd): 0.669, atom 2 (O): -0.599, atom 3 (H): -0.220, atom 4 (O): -0.633, atom 5 (H): -0.202, atom 6 (P): -0.223


Question: What is the relative energy (zero: lowest compared OMol25 entry of this formula, charge and spin) in the first record?
Answer: 92.6 kcal/mol


Question: What is the relative energy (zero: lowest compared OMol25 entry of this formula, charge and spin) in the third record?
Answer: 52.3 kcal/mol


Question: Look up the relative energy (zero: lowest compared OMol25 entry of this formula, charge and spin) of the third one.
Answer: 52.3 kcal/mol